Formula: C6H18B2FN3O3P
Source: the OMol25 dataset
Level of theory: the ωB97M-V functional and the def2-TZVPD basis

Structure (XYZ):
```
34
Properties=species:S:1:pos:R:3:forces:R:3:lowdin_charge:R:1
C -0.245 -0.938 -2.747 0.3 0.6 0.0 -0.066
B 1.101 -1.309 -1.817 1.4 0.1 -5.0 -0.416
O 2.394 -1.447 -2.523 -3.1 -2.0 2.9 0.032
P 0.897 -1.571 0.070 -0.3 -3.9 1.5 1.185
F 1.729 -3.073 0.540 -2.2 3.8 -1.2 -0.239
C -1.010 -1.714 0.443 -0.4 -1.2 0.7 -0.173
C -1.120 -2.969 1.543 -1.0 -3.2 0.3 -0.355
C -0.553 -2.644 3.049 0.3 0.3 -0.9 -0.066
N -1.616 -4.217 1.218 2.3 5.5 2.0 0.103
B 1.551 -0.136 1.161 2.7 2.9 4.0 -0.420
C 1.233 1.483 0.907 -0.5 -1.8 0.1 -0.053
O 2.389 -0.455 2.366 -3.8 -0.3 -1.5 -0.016
H -1.011 -1.848 -2.750 1.6 1.9 0.0 0.102
H -0.787 0.019 -2.331 0.8 -1.9 -0.8 0.087
H 0.105 -0.700 -3.860 -0.8 -0.6 2.5 0.108
H 2.774 -2.342 -2.219 -0.1 2.0 -0.5 0.140
H -1.644 -1.922 -0.527 1.6 0.3 2.0 0.113
H -1.331 -0.680 0.909 0.7 -2.1 -0.8 0.125
H 0.635 -2.552 3.025 -2.5 -0.5 0.0 0.085
H -0.868 -3.530 3.748 0.7 2.0 -1.2 0.101
H -0.945 -1.595 3.407 0.5 -2.2 -0.5 0.100
H -1.561 -4.792 2.111 -0.1 0.8 -1.3 0.066
H 0.096 1.527 0.568 2.6 0.5 0.5 0.061
H 1.956 1.832 0.052 -1.5 -0.3 1.5 0.099
H 1.403 2.073 1.930 -0.3 -1.3 -2.5 0.122
H 1.761 -0.650 3.146 1.6 0.4 -1.5 0.124
C -0.885 3.936 -1.033 -0.3 0.2 -0.1 -0.697
O -0.809 3.150 -0.102 -0.2 -0.2 0.2 -0.016
N -2.050 4.470 -1.441 -1.2 0.1 0.0 0.163
N 0.190 4.339 -1.735 1.3 -0.1 -0.3 0.164
H -2.133 5.118 -2.206 0.0 -0.1 0.1 0.107
H -2.884 4.193 -0.940 0.3 0.2 -0.2 0.117
H 1.088 3.960 -1.460 -0.3 0.3 -0.1 0.108
H 0.148 4.985 -2.504 0.0 -0.1 0.1 0.107
```
Forces are in eV/Å.

Summary:
HOMO energy = -12.85 eV
Total charge = +1
LUMO energy = -5.3204 eV
Orbital gap = 0.277 Ha

***

Formula: C6H18BNOP
Source: the OMol25 dataset
Level of theory: the ωB97M-V functional and the def2-TZVPD basis

Structure (XYZ):
```
28
Properties=species:S:1:pos:R:3:forces:R:3:lowdin_charge:R:1
C 2.823 1.270 0.337 0.0 -0.1 0.0 -0.127
C 2.119 0.469 -0.755 0.0 0.0 0.0 -0.276
C 2.237 -1.041 -0.544 0.1 0.0 0.1 -0.225
C 1.216 -1.571 0.473 0.0 0.2 0.0 -0.278
N -0.156 -1.300 0.053 0.0 -0.1 0.1 -0.051
B -0.973 -0.446 1.022 0.2 -0.1 0.2 -0.920
O -1.149 -1.205 2.304 0.0 0.1 0.0 -0.132
P -2.800 0.006 0.246 -0.2 0.1 -0.1 0.851
C -2.663 -0.422 -1.570 0.0 -0.1 0.0 -0.371
C -2.732 1.876 0.121 0.0 0.0 0.2 -0.382
H 2.546 0.898 1.325 0.0 0.0 0.0 0.063
H 3.910 1.188 0.244 0.0 0.0 0.0 0.059
H 2.559 2.329 0.302 0.0 0.0 0.0 0.061
H 1.057 0.720 -0.768 0.0 0.0 0.0 0.088
H 2.527 0.745 -1.732 0.0 0.0 0.0 0.093
H 2.090 -1.568 -1.492 -0.1 0.0 0.0 0.096
H 3.253 -1.280 -0.196 0.0 0.0 0.0 0.097
H 1.391 -2.643 0.616 0.0 0.0 0.0 0.104
H 1.407 -1.108 1.449 0.0 0.0 0.0 0.095
H -0.636 -2.183 -0.081 0.0 0.0 -0.1 0.079
H -0.398 0.637 1.238 0.0 0.0 -0.1 0.063
H -1.573 -0.634 2.950 0.0 -0.1 0.0 0.023
H -2.661 0.475 -2.192 0.0 0.0 0.0 0.003
H -3.503 -1.044 -1.889 0.0 0.0 0.0 -0.005
H -1.731 -0.956 -1.760 0.0 0.0 0.0 -0.003
H -2.926 2.216 -0.897 -0.1 0.0 0.0 0.001
H -1.748 2.243 0.424 0.0 0.0 0.0 -0.002
H -3.484 2.329 0.772 0.0 0.0 0.0 -0.005
```
Forces are in eV/Å.

Summary:
HOMO energy = -3.12 eV
Total charge = -1
LUMO energy = 3.7598 eV
Orbital gap = 0.253 Ha

***

Formula: C6H18BO5PdS
Source: the OMol25 dataset
Level of theory: the ωB97M-V functional and the def2-TZVPD basis

Structure (XYZ):
```
32
Properties=species:S:1:pos:R:3:forces:R:3:lowdin_charge:R:1
Pd 2.144 0.094 -0.919 0.3 0.1 1.0 0.719
O 2.765 1.658 1.850 0.0 -0.9 1.4 -0.449
C 2.852 0.982 3.097 0.4 -0.6 -2.5 -0.496
C 2.824 -0.643 3.060 -2.0 0.7 -2.4 -0.498
O 1.833 -1.207 2.202 1.5 0.7 1.7 -0.459
H 2.178 1.360 3.865 -1.4 0.0 0.2 0.026
H 3.793 1.211 3.597 1.3 0.1 0.3 0.022
H 2.817 -0.970 4.100 -0.8 -0.1 1.2 0.020
H 3.829 -0.994 2.822 0.8 0.1 -0.9 0.037
O -0.341 -1.367 -2.533 -1.1 1.9 -1.2 -0.085
C -0.785 -0.497 -3.573 1.2 -0.7 1.4 -0.297
C -1.092 1.075 -3.316 1.9 1.5 2.8 -0.446
O -0.175 1.822 -2.532 -0.8 -1.9 -1.7 -0.398
H -1.512 -1.025 -4.189 -0.8 0.1 -0.1 0.062
H 0.116 -0.491 -4.186 0.5 0.4 -0.3 0.103
H -2.036 1.259 -2.803 -1.0 -1.0 0.1 0.052
H -1.252 1.556 -4.281 0.2 -0.3 -1.1 0.049
B 4.647 -1.296 -2.297 -0.3 0.1 0.3 -0.478
H 4.936 -0.444 -1.701 1.2 3.5 2.4 -0.110
H 4.217 -2.066 -1.675 -1.7 -3.1 2.6 -0.110
H 3.905 -1.022 -3.031 -3.1 1.3 -3.2 -0.125
H 5.513 -1.719 -2.784 3.7 -1.7 -2.2 -0.123
C -5.536 0.015 1.049 1.0 0.3 -0.2 -0.287
S -4.099 -0.556 2.044 1.9 0.4 2.0 0.774
O -3.290 -1.619 1.380 -1.4 0.1 -0.5 -0.541
C -2.902 0.876 2.066 -0.9 0.9 -1.0 -0.219
H -6.144 0.831 1.440 0.5 0.1 0.6 0.035
H -6.176 -0.866 1.088 0.2 -0.1 -0.9 0.028
H -5.070 0.376 0.132 -0.7 -0.6 -0.6 0.047
H -3.405 1.782 1.729 -0.5 0.2 0.4 0.028
H -2.146 0.807 1.284 0.1 -1.0 0.1 0.072
H -2.409 1.077 3.017 -0.3 -0.6 0.1 0.048
```
Forces are in eV/Å.

Summary:
HOMO energy (spin up / spin down) = 3.42 / 3.54 eV
Multiplicity = 3
Total charge = -3
LUMO energy (spin up / spin down) = 5.3986 / 5.4006 eV
Orbital gap (spin up / spin down) = 0.073 / 0.068 Ha

***

Formula: C6H18ClNSi2
Source: the OMol25 dataset
Level of theory: the ωB97M-V functional and the def2-TZVPD basis

Structure (XYZ):
```
28
Properties=species:S:1:pos:R:3:forces:R:3:lowdin_charge:R:1
C 0.648 -2.068 1.231 -1.0 -2.5 -3.1 -0.308
C -2.813 -1.947 -0.008 -1.1 0.1 0.2 -0.180
C -2.083 0.436 1.582 0.0 0.5 -1.1 -0.204
C -1.231 0.716 -1.229 -1.6 0.2 0.3 -0.219
C 2.397 2.571 0.217 0.3 -2.3 2.5 -0.204
C 2.221 0.535 -2.042 0.0 1.9 -1.9 -0.251
N 0.094 -1.231 0.152 1.6 0.6 0.8 -0.198
Si -1.511 -0.636 0.097 1.2 2.4 0.7 0.325
Si 2.271 0.675 -0.263 -1.4 0.3 1.9 0.368
Cl 3.436 -0.397 1.017 0.1 0.1 -0.4 0.365
H 1.223 -2.952 0.762 -0.2 1.4 0.8 0.084
H 1.216 -1.520 1.882 1.8 1.2 1.6 -0.034
H -0.044 -2.612 1.871 -0.9 0.2 0.0 0.053
H -2.902 -2.544 -0.871 0.7 -0.9 -1.3 -0.001
H -2.676 -2.644 0.832 -0.2 0.3 0.0 0.037
H -3.843 -1.543 -0.014 0.4 0.2 0.7 0.041
H -2.913 1.157 1.281 0.9 -1.0 0.5 0.045
H -2.391 -0.275 2.324 -0.5 0.0 0.8 -0.005
H -1.210 1.007 1.945 -0.4 -0.1 0.0 0.016
H -0.960 0.077 -2.062 0.2 0.5 -0.7 0.003
H -2.183 1.305 -1.421 1.2 -0.7 -0.1 0.042
H -0.422 1.432 -0.929 -0.8 -0.8 -0.2 0.000
H 3.316 2.784 0.903 -2.0 -0.4 -1.1 0.070
H 2.429 3.123 -0.652 0.5 1.1 -2.1 -0.023
H 1.420 2.852 0.632 0.4 0.0 0.6 0.021
H 1.149 0.849 -2.313 1.6 -0.3 0.2 0.045
H 2.992 1.299 -2.503 -1.5 -1.5 0.8 0.089
H 2.369 -0.450 -2.423 0.2 -0.7 -0.3 0.021
```
Forces are in eV/Å.

Summary:
Relative energy (zero: lowest compared OMol25 entry of this formula, charge and spin) = 12.3 kcal per mole
HOMO energy (spin up / spin down) = -7.53 / -7.53 eV
LUMO energy (spin up / spin down) = -0.5532 / -0.5535 eV
Orbital gap (spin up / spin down) = 0.256 / 0.256 Ha

***

| no. | molar mass (Da) | DFT total energy (Ha) |
| --- | --- | --- |
| 1 | 251.82 | -1120.0642 |
| 2 | 162.00 | -735.6860 |
| 3 | 319.50 | -1165.8588 |
| 4 | 195.84 | -1333.2977 |